DFT (the ωB97M-V functional and the def2-TZVPD basis) results for C7H4N4 in the gas phase.

Output
- SMILES: C1=N[C@@]2(C=N2)c2ncncc21
- Relative energy (zero: lowest compared OMol25 entry of this formula, charge and spin): 30.4 kcal per mole
- Charge: 0
- Electronic energy: -488.0971 Ha
- Strongest force on any atom: 1.45 eV Å⁻¹
- HOMO-LUMO gap: 0.3594 hartree

Last column: Löwdin charge in e.
Element x y z (Å)
C1 -0.1622 0.0365 1.8605  -0.08
N1 0.4264 1.1770 1.9233  0.13
C2 0.5647 1.6769 0.6101  -0.42
C3 1.6477 2.6228 0.2781  0.01
N2 0.5397 3.1652 0.3826  0.23
C4 -0.0210 0.6994 -0.3118  -0.17
N3 -0.1128 0.7049 -1.6293  0.15
C5 -0.7033 -0.3696 -2.1311  -0.20
N4 -1.1847 -1.4098 -1.4698  0.08
C6 -1.0820 -1.4229 -0.1502  -0.07
C7 -0.4853 -0.3567 0.5062  -0.12
H1 -0.3679 -0.5316 2.7499  0.11
H2 2.6899 2.7193 0.0988  0.12
H3 -0.8008 -0.4003 -3.2082  0.11
H4 -1.4771 -2.2914 0.3610  0.12

***

DFT (the ωB97M-V functional and the def2-TZVPD basis) results for a molecular structure, C19H40FeNO7.

Output
- Spin multiplicity: 7
- <S²>: 12.03
- Charge: +1
- Electronic energy: -2592.6679 Ha
- Strongest force on any atom: 4.14 eV Å⁻¹
- HOMO-LUMO gap (alpha / beta): 0.3773 / 0.1827 hartree

Last column: Löwdin charge in e.
Element x y z (Å)
Fe1 -0.1551 0.2910 0.6528  1.05
C1 2.1623 1.3875 -2.4277  -0.04
C2 1.5562 -0.0538 -2.2729  -0.21
O1 0.6229 -0.1431 -1.1811  -0.07
H1 3.0986 1.4187 -2.9849  0.09
H2 2.4335 1.8860 -1.4971  0.08
H3 1.3645 2.0670 -2.7278  0.06
H4 2.4161 -0.6583 -1.9842  0.12
H5 1.1977 -0.4734 -3.2128  0.12
C3 2.6000 3.2535 2.2285  -0.08
C4 1.2352 2.7206 2.6059  -0.37
O2 0.6755 1.7288 1.8203  -0.25
H6 2.5162 3.9038 1.3578  0.07
H7 3.2875 2.4382 2.0031  0.07
H8 2.9972 4.0309 2.8812  0.08
H9 0.5122 3.4914 2.8729  0.12
H10 1.4187 2.2870 3.5890  0.11
C5 -4.4755 1.0591 0.9646  -0.09
C6 -3.4133 0.6249 -0.0062  -0.35
O3 -2.1105 0.3874 0.5171  -0.30
H11 -4.7101 0.2719 1.6812  0.07
H12 -5.4007 1.2093 0.4083  0.08
H13 -4.2681 1.9980 1.4781  0.08
H14 -3.4013 1.4679 -0.6970  0.09
H15 -3.7513 -0.2356 -0.5836  0.11
C7 -3.1203 3.1350 -4.6031  0.00
C8 -1.9795 3.7675 -3.7439  -0.30
C9 -2.4364 4.7595 -2.7519  -0.10
O4 -1.6932 4.4189 -1.5977  0.12
C10 -1.1870 3.2074 -1.7508  -0.61
O5 -0.5424 2.6093 -0.9249  0.12
O6 -1.4492 2.7405 -2.9196  0.12
H16 -2.7474 2.3287 -5.2347  0.09
H17 -3.7751 3.8816 -5.0523  0.09
H18 -3.7681 2.5339 -3.9651  0.08
H19 -1.2480 4.2224 -4.4119  0.16
H20 -3.5084 4.6703 -2.5760  0.14
H21 -2.2326 5.7887 -3.0473  0.15
C11 2.1138 -2.8630 3.0340  -0.01
C12 1.9678 -2.0962 1.6809  -0.43
C13 2.8813 -2.7522 0.6143  -0.12
C14 2.2244 -4.0695 0.1095  -0.13
C15 0.7093 -3.7690 -0.2254  -0.13
C16 -0.1370 -3.0876 0.8163  -0.52
N1 0.5371 -1.8874 1.2719  -0.09
O7 -0.1511 -1.0813 2.2095  -0.04
C17 -1.3679 -2.7483 -0.0360  -0.04
C18 -0.5747 -4.0574 1.9123  0.00
C19 2.6290 -0.6890 1.8709  -0.04
H22 1.5203 -2.4978 3.8722  0.09
H23 3.1543 -2.7681 3.3446  0.10
H24 1.9540 -3.9381 2.9529  0.07
H25 3.1192 -2.0870 -0.2158  0.10
H26 3.8765 -2.9462 1.0144  0.13
H27 2.3041 -4.8735 0.8412  0.10
H28 2.6674 -4.4787 -0.7984  0.11
H29 0.2988 -4.7732 -0.3312  0.13
H30 0.8144 -3.3463 -1.2246  0.12
H31 -2.2046 -2.2834 0.4854  0.09
H32 -1.2056 -2.1194 -0.9113  0.08
H33 -1.7515 -3.6858 -0.4386  0.10
H34 -1.3771 -4.6833 1.5219  0.10
H35 0.2024 -4.7637 2.2044  0.08
H36 -1.0566 -3.5811 2.7661  0.09
H37 2.4385 -0.0421 1.0146  0.06
H38 3.7135 -0.6976 1.9806  0.10
H39 2.2336 -0.1648 2.7408  0.08
H40 -0.2543 -1.5912 3.0163  0.12

***

DFT (the ωB97M-V functional and the def2-TZVPD basis) results for a molecular structure, C25H48Cl3N4O3SSiTi.

Output
- Spin multiplicity: 3
- <S²>: 2.00
- Relative energy (zero: lowest compared OMol25 entry of this formula, charge and spin): 61.9 kcal per mole
- Charge: -1
- Electronic energy: -4344.0237 Ha
- Strongest force on any atom: 3.82 eV Å⁻¹
- HOMO-LUMO gap (alpha / beta): 0.0651 / 0.2944 hartree

Last column: Löwdin charge in e.
Element x y z (Å)
C1 2.3425 -2.9671 -2.7103  -0.03
C2 2.2024 -1.9018 -3.7668  -0.23
H1 1.6127 -3.7743 -2.9372  0.08
H2 2.1493 -2.6027 -1.7043  0.06
H3 3.3549 -3.4194 -2.7153  0.10
C3 2.1516 -2.1839 -5.0766  -0.16
C4 2.1621 -3.5367 -5.6845  -0.10
H4 2.1335 -1.3701 -5.8262  0.12
H5 1.4983 -4.2144 -5.1393  0.07
H6 3.1752 -3.9475 -5.6847  0.08
H7 1.8275 -3.4878 -6.7213  0.07
Ti1 2.0798 0.3551 -0.4226  0.33
Cl1 3.2156 -0.2371 1.4283  0.00
Cl2 3.5229 2.0707 -0.9440  0.03
C5 0.6887 2.7712 0.2245  -0.26
O1 0.5415 1.5369 -0.0695  -0.18
N1 -0.3219 3.5110 0.6524  -0.15
C6 -1.5121 2.9049 1.2596  -0.04
C7 -0.1389 4.9650 0.7314  -0.06
H8 1.6626 3.2619 0.1311  0.08
H9 -1.2686 2.3767 2.1969  0.04
H10 -2.0121 2.2268 0.5586  0.08
H11 -2.1959 3.7275 1.4887  0.07
H12 0.7531 5.2203 1.3172  0.09
H13 -1.0187 5.4054 1.1948  0.07
H14 -0.0282 5.3912 -0.2752  0.09
H15 0.0153 -3.4961 3.3958  0.08
H16 -0.9680 -3.3368 -0.4444  0.08
C8 -0.8398 -2.9995 2.9181  -0.10
C9 -1.4237 -3.3334 0.5447  -0.06
N2 -0.5594 -2.6868 1.5205  -0.16
H17 -1.0576 -2.0780 3.4779  0.01
C10 0.3703 -1.7912 1.2196  -0.31
O2 0.5913 -1.2735 0.0793  -0.14
H18 -2.4068 -2.8495 0.5023  0.08
H19 0.9938 -1.4748 2.0549  0.06
H20 -1.7153 -3.6579 2.9643  0.07
H21 -1.5742 -4.3701 0.8610  0.08
O3 2.3888 -0.2521 -2.0051  -0.38
C11 2.4006 -0.4186 -3.4254  -0.26
C12 0.5299 0.1818 -5.1127  -0.14
C13 1.5412 0.5697 -4.2130  -0.17
H22 0.1127 -0.8199 -5.0712  0.02
C14 0.0526 1.0221 -6.1304  -0.10
H23 3.4303 -0.2204 -3.7703  0.16
C15 1.9666 1.8952 -4.2666  -0.04
H24 -0.7381 0.6709 -6.8108  0.11
C16 0.5609 2.3177 -6.2151  -0.11
C17 1.5135 2.7526 -5.2763  -0.08
H25 2.6719 2.2370 -3.5013  0.07
H26 0.2068 2.9959 -7.0024  0.10
H27 1.9349 3.7577 -5.3624  0.10
Si1 -2.4929 -0.0283 -3.0632  0.18
Cl3 -1.3995 -1.6893 -3.5383  0.44
C18 -3.5629 0.3826 -4.5057  -0.22
C19 -1.3194 1.4704 -2.8811  -0.19
C20 -2.5770 -0.4310 -1.2160  -0.24
H28 -3.5604 1.4731 -4.6695  0.04
H29 -4.5988 0.0507 -4.3700  0.02
H30 -3.1673 -0.1129 -5.4131  0.03
H31 -2.5222 -1.4990 -1.0428  -0.03
H32 -3.4839 -0.0678 -0.6997  0.03
H33 -1.7168 0.0286 -0.6971  0.02
H34 -0.8995 1.7311 -3.8637  0.01
H35 -0.5261 1.1799 -2.1798  0.01
H36 -1.8488 2.3317 -2.4537  0.04
C21 1.9944 0.8126 5.6019  -0.14
N3 0.8673 0.1902 6.2738  -0.23
C22 1.2209 -0.9105 7.1671  -0.11
C23 -0.3221 0.1029 5.5905  -0.75
S1 -0.4188 0.3427 3.9167  0.58
N4 -1.4184 -0.1754 6.3589  -0.20
C24 -1.4102 0.1652 7.7862  -0.14
C25 -2.7417 -0.2064 5.7328  -0.18
H37 2.7900 0.9256 6.3351  0.08
H38 1.6889 1.7916 5.2332  0.07
H39 2.3497 0.2252 4.7496  0.06
H40 1.4353 -0.5124 8.1638  0.08
H41 0.4195 -1.6500 7.2378  0.07
H42 2.1266 -1.4121 6.8116  0.08
H43 -0.6687 0.9414 8.0081  0.08
H44 -2.4059 0.5172 8.0727  0.07
H45 -1.1837 -0.7225 8.3908  0.06
H46 -3.0564 0.7900 5.3826  0.06
H47 -2.7093 -0.8788 4.8686  0.04
H48 -3.4578 -0.5803 6.4751  0.07

***

- What is the strongest force on any atom in the third record?
  3.82 eV Å⁻¹

***

- Look up the charge of the first one.
  0